Record 1
Here is C46H60FeN2O2P3 as an isolated structure at a distorted geometry from the Open Molecules 2025 dataset. Energies are from the ωB97M-V functional and the def2-TZVPD basis.

The geometry in XYZ format:
```
114
Properties=species:S:1:pos:R:3
Fe 0.240 0.156 0.102
C 4.381 -1.495 2.284
C 3.993 -1.821 0.844
C 4.997 -1.171 -0.101
P 2.232 -1.195 0.567
C 2.400 -2.348 -2.013
C 0.684 -4.179 -1.778
C 2.958 -1.295 -2.958
C 1.383 -2.291 1.781
C 1.822 -3.554 2.156
C 1.380 -4.173 3.315
C 1.802 -5.564 3.677
C 0.561 -3.438 4.172
C 0.055 -2.218 3.798
C 0.358 -1.660 2.538
N -0.206 -0.532 2.043
C -1.196 0.182 2.676
C -2.305 -0.382 3.318
C -3.277 0.422 3.879
C -3.201 1.806 3.798
C -4.276 2.683 4.368
C -2.129 2.376 3.119
C -1.122 1.595 2.578
P 0.272 2.170 1.546
C 0.068 4.050 1.554
C 0.132 4.784 2.902
C -1.199 4.423 0.758
C 1.778 1.852 2.628
C 3.008 2.469 1.963
C 1.660 2.196 4.106
H 5.372 -1.891 2.505
H 3.675 -1.912 2.997
H 4.409 -0.416 2.421
H 4.012 -2.904 0.690
H 4.828 -0.097 -0.166
H 4.941 -1.603 -1.095
H 6.008 -1.334 0.271
H 3.193 -3.031 -1.688
H 0.124 -3.619 -1.033
H 1.447 -4.777 -1.287
H 0.021 -4.846 -2.322
H 2.158 -0.627 -3.271
H 3.355 -1.806 -3.833
H 3.739 -0.702 -2.486
H 2.538 -4.080 1.542
H 2.553 -5.937 2.986
H 0.941 -6.233 3.644
H 2.206 -5.593 4.688
H 0.316 -3.838 5.146
H -0.563 -1.661 4.485
H -2.424 -1.456 3.332
H -4.115 -0.036 4.383
H -4.890 2.142 5.083
H -4.930 3.042 3.571
H -3.850 3.554 4.864
H -2.116 3.448 3.015
H 0.937 4.383 0.975
H -0.283 4.202 3.720
H -0.428 5.719 2.844
H 1.160 5.045 3.145
H -1.871 5.035 1.354
H -1.758 3.542 0.449
H -0.944 4.999 -0.130
H 1.886 0.761 2.554
H 2.994 3.557 2.026
H 3.035 2.178 0.910
H 3.920 2.113 2.444
H 1.716 3.265 4.277
H 2.471 1.725 4.657
H 0.718 1.829 4.509
O 2.019 -3.893 -3.738
C 1.364 -3.232 -2.792
O 1.745 -1.749 -0.904
C 0.270 -2.338 -3.471
P -0.501 -0.921 -2.506
C -0.283 0.484 -3.660
C -0.444 0.302 -5.014
C -0.361 1.341 -5.933
C -0.093 2.648 -5.483
C 0.073 2.904 -4.166
C 0.001 1.851 -3.107
C -2.237 -1.385 -2.929
C -3.081 -0.692 -3.786
C -4.341 -1.187 -4.077
C -4.787 -2.363 -3.501
C -3.964 -3.044 -2.616
C -2.704 -2.555 -2.333
H -0.532 -3.017 -3.772
H 0.720 -1.948 -4.385
H -0.658 -0.693 -5.380
H -0.505 1.147 -6.985
H -0.012 3.456 -6.199
H 0.271 3.909 -3.817
H -0.688 3.190 -1.609
H -2.754 0.229 -4.244
H -4.971 -0.650 -4.771
H -5.766 -2.753 -3.737
H -4.300 -3.963 -2.156
H -2.056 -3.087 -1.648
C 1.339 1.868 -2.344
C -1.125 2.313 -2.092
C -2.450 2.651 -2.681
C -3.384 1.931 -2.032
C -2.685 1.126 -1.056
C -3.263 0.158 -0.095
N -1.409 1.341 -1.082
H 1.481 2.830 -1.858
H 2.154 1.708 -3.050
H 1.365 1.072 -1.585
H -2.584 3.364 -3.472
H -4.444 1.913 -2.195
H -4.024 -0.456 -0.568
H -3.695 0.686 0.755
H -2.458 -0.478 0.276
```

Values from the calculation:
<S²>: 0.794
Net charge: 0
Spin multiplicity: 2
Orbital gap (spin up / spin down) in eV: 5.6 / 4.7
E_tot in eV: -118000.31653

Record 2
Here is an isolated ion of composition C2NO2S2 and charge -1 at a distorted geometry from the Open Molecules 2025 dataset. Energies are from the ωB97M-V functional and the def2-TZVPD basis.

The geometry in XYZ format:
```
7
Properties=species:S:1:pos:R:3
N 1.330 0.599 2.259
C 1.081 0.501 1.131
O 0.850 0.451 -0.155
C -0.224 -0.166 -0.944
O 0.168 -0.543 -2.030
S -1.370 -1.368 0.215
S -1.836 0.526 -0.476
```

Values from the calculation:
SMILES: N#COC1([O-])SS1
Net charge: -1
Spin multiplicity: 1
Orbital gap in eV: 7.2
E_tot in eV: -29329.64773

Record 3
Here is C21H45AlBrNO3P as an isolated structure from the Open Molecules 2025 dataset. Energies are from the ωB97M-V functional and the def2-TZVPD basis.

The geometry in XYZ format:
```
73
Properties=species:S:1:pos:R:3
C -3.516 -6.172 2.589
C -3.838 -5.712 1.162
C -2.606 -5.213 0.411
C -2.897 -4.769 -1.022
C -3.496 -3.366 -1.161
C -2.581 -2.223 -0.714
C -1.420 -1.958 -1.691
C -1.615 -0.712 -2.583
C -0.664 0.449 -2.287
C 0.746 0.328 -2.871
C 1.595 -0.869 -2.446
C 3.023 -0.769 -2.988
C 3.922 0.185 -2.188
C 4.715 -0.522 -1.075
C 4.973 0.294 0.194
C 3.692 0.753 0.898
C 3.216 2.180 0.556
C 1.684 2.316 0.432
Al 0.768 2.993 2.055
N 1.559 2.332 3.573
O -1.045 2.743 1.966
C -1.671 3.804 2.466
Br -1.904 3.629 4.490
C -0.853 5.078 2.099
C -1.277 5.448 0.659
P -1.178 6.598 3.082
O -0.817 6.821 4.499
O 0.495 4.781 2.162
H -3.733 -5.396 3.325
H -2.457 -6.422 2.690
H -4.087 -7.057 2.872
H -4.295 -6.528 0.592
H -4.583 -4.911 1.194
H -1.855 -6.011 0.407
H -2.166 -4.386 0.978
H -1.988 -4.838 -1.628
H -3.606 -5.483 -1.460
H -4.446 -3.323 -0.617
H -3.743 -3.204 -2.217
H -3.180 -1.315 -0.608
H -2.189 -2.425 0.285
H -0.495 -1.850 -1.123
H -1.278 -2.840 -2.323
H -1.540 -0.973 -3.645
H -2.638 -0.351 -2.439
H -0.615 0.607 -1.205
H -1.098 1.364 -2.704
H 1.286 1.250 -2.632
H 0.658 0.297 -3.966
H 1.136 -1.791 -2.819
H 1.615 -0.951 -1.353
H 2.970 -0.458 -4.037
H 3.484 -1.763 -2.987
H 3.316 0.985 -1.756
H 4.623 0.674 -2.872
H 5.676 -0.855 -1.484
H 4.183 -1.437 -0.784
H 5.569 -0.331 0.867
H 5.595 1.168 -0.039
H 3.832 0.678 1.980
H 2.889 0.046 0.656
H 3.703 2.502 -0.372
H 3.612 2.849 1.330
H 1.434 2.926 -0.444
H 1.270 1.320 0.219
H 1.543 2.994 4.343
H 2.513 2.003 3.479
H -2.718 3.880 2.171
H -2.353 5.374 0.491
H -0.765 4.746 -0.002
H -0.955 6.457 0.387
H -2.547 6.794 2.770
H -0.588 7.540 2.210
```

Values from the calculation:
Net charge: -1
Spin multiplicity: 1
Orbital gap in eV: 8.0
E_tot in eV: -116074.35336

Q: The highest E_tot belongs to which entry?
A: C2NO2S2